Entry 1:
Entry from OMol25: a molecular structure, C27H62NNbO11P at a distorted geometry (the ωB97M-V functional and the def2-TZVPD basis).

Summary:
charge = -1
HOMO-LUMO gap = 5.49 eV
HOMO energy = -0.1279 hartree
energy = -2346.53949 hartree

```
103
Properties=species:S:1:pos:R:3:forces:R:3
Nb 0.1319 -1.5463 1.4376 0.049 -0.121 0.029
P 0.6489 0.3999 -1.4038 -0.267 -0.572 0.626
O -0.0133 1.8179 -1.7827 0.018 0.450 -0.147
O 1.0834 1.0890 10.1028 -0.156 -0.048 -0.102
O -2.3611 1.5802 -3.7136 0.201 0.104 -0.073
O 2.1054 0.3783 -2.0823 0.376 0.213 -0.224
O -0.1564 -0.6311 -2.0709 -0.503 -0.721 -0.683
O -3.9368 -2.7212 -6.7987 -0.115 -0.098 0.164
O 4.7813 -1.3491 1.1720 0.067 -0.206 0.175
O -4.4211 -2.6391 -0.8259 -0.223 0.203 -0.015
O 0.0026 -0.2403 5.4310 -0.312 -0.041 0.102
O -0.0033 5.1091 1.7855 -0.019 0.049 0.151
O 4.1776 1.1161 -4.5978 0.205 -0.192 -0.021
N -2.2859 -3.1339 2.8492 0.116 -0.698 0.020
C -3.1505 -0.1804 -2.3179 0.080 0.331 0.016
C 0.1772 5.1926 0.5950 -0.016 -0.006 -0.129
C 3.5995 1.9356 -5.2670 -0.118 0.124 -0.010
C 2.5733 2.8188 10.7547 -0.107 0.003 -0.093
C 0.9056 0.0713 6.1585 0.196 0.031 -0.005
C -4.6300 -3.1052 -9.0385 -0.075 -0.022 0.125
C 6.2938 0.4752 1.3327 -0.032 -0.070 0.098
C 1.4750 1.4727 6.1569 -0.081 0.053 -0.049
C -3.5424 -0.1451 -4.8433 0.110 0.312 -0.078
C -3.8243 -4.5436 -2.0985 0.092 0.065 0.046
C 5.3181 -0.4316 0.6088 -0.025 0.137 -0.147
C 2.0096 1.4182 10.7995 0.132 0.050 0.068
C 2.3979 2.6739 -4.7383 0.030 -0.104 0.190
C -4.7967 -3.5367 -1.5330 0.094 -0.180 -0.094
C -6.2550 -3.7060 -1.8988 -0.012 0.111 0.070
C 4.0527 2.2708 -6.6714 0.110 -0.121 0.039
C -0.8164 4.6814 -0.4131 -0.062 0.005 0.171
C -2.3334 -2.1083 -8.4367 0.006 0.009 0.145
C 1.4342 5.8240 0.0380 0.067 0.002 0.136
C -0.9858 -3.3811 2.2171 -0.451 1.006 -1.075
C -3.2109 -2.3832 2.0343 -0.418 -0.084 0.549
C 5.0498 -0.1231 -0.8427 0.010 -0.125 0.037
C 2.6635 0.4484 11.7554 -0.103 -0.078 -0.058
C 1.5409 -0.9137 7.1133 -0.068 -0.096 0.006
C -3.6621 -2.6528 -7.9699 0.091 0.043 -0.137
C 0.8753 0.3445 0.3385 -0.553 0.109 -1.112
C -2.9621 0.5272 -3.6231 -0.032 -0.232 0.129
H 6.3947 0.1487 2.3646 -0.015 -0.021 0.024
H -6.8398 -2.9194 -1.4289 -0.001 0.023 0.021
H -6.3773 -3.6492 -2.9822 -0.001 -0.102 -0.011
H -1.7973 -2.8677 -9.0081 -0.022 0.040 -0.096
H -0.7093 1.6354 -2.4451 -0.026 0.220 0.073
H 0.9407 2.0776 5.4293 -0.015 -0.004 -0.036
H 2.6004 -1.0314 6.8764 0.021 0.055 0.058
H 2.1681 -0.5161 11.6886 -0.020 -0.022 -0.013
H -6.6172 -4.6766 -1.5555 0.006 -0.046 -0.092
H -2.8197 -4.3031 -1.7589 0.012 0.026 0.019
H -3.0728 -2.6036 0.9942 0.147 -0.109 -0.345
H -2.1695 -2.7080 3.7539 0.180 0.263 0.011
H 1.5274 2.4841 -5.3691 0.001 0.117 -0.046
H 4.3101 3.3290 -6.7387 -0.095 0.032 -0.045
H 4.6360 0.8806 -0.9488 0.054 0.018 -0.057
H 2.1874 2.3324 -3.7275 -0.042 0.007 0.024
H -3.1025 -1.1332 -4.9677 -0.096 -0.080 0.051
H 2.5339 1.4457 5.8919 0.025 0.000 0.079
H -4.2295 -2.6561 2.2950 -0.358 -0.094 0.089
H -3.8524 -4.5185 -3.1901 -0.058 -0.082 -0.005
H 5.9316 1.5046 1.3156 0.058 0.027 -0.078
H -4.6220 -0.2562 -4.7318 0.001 -0.136 0.027
H -1.6665 4.2431 0.1024 -0.019 -0.024 0.022
H 1.8928 0.5847 0.6078 0.461 -0.185 0.167
H -4.0874 -5.5485 -1.7625 -0.044 -0.029 -0.089
H 0.2409 1.1369 0.7198 -0.297 0.175 0.368
H 2.0188 3.4100 10.0313 -0.020 0.005 -0.024
H -3.3332 0.4551 -5.7276 -0.006 0.009 -0.014
H 4.3333 -0.8347 -1.2404 -0.042 0.010 0.015
H 2.5885 0.8221 12.7779 0.101 0.037 0.005
H -0.7566 -0.5618 2.7160 0.225 -0.052 0.428
H -1.1624 5.5042 -1.0433 0.077 -0.029 -0.082
H -4.8742 -2.2721 -9.6993 0.066 -0.029 -0.079
H -5.5404 -3.4717 -8.5723 -0.019 -0.007 0.023
H -1.7362 -1.8200 -7.5760 0.007 0.004 0.030
H -4.2119 -0.3010 -2.0940 -0.011 -0.125 -0.074
H 3.6246 2.7897 10.4644 0.038 0.011 0.094
H -4.1838 -3.9035 -9.6335 0.028 0.061 -0.083
H 1.1099 -2.6076 0.3032 0.531 -0.507 0.278
H -0.3427 -3.8918 2.9219 0.475 0.013 0.311
H -2.6759 0.3906 -1.5260 0.007 -0.092 0.108
H -2.4895 -1.2364 -9.0741 0.014 -0.050 -0.093
H 7.2703 0.4399 0.8456 -0.013 0.093 -0.053
H -3.1238 -1.3084 2.1606 0.186 0.407 -0.105
H -2.6710 -1.1572 -2.3602 -0.041 -0.043 0.089
H 1.4403 -0.5546 8.1397 0.090 0.046 -0.006
H -0.3514 3.9178 -1.0388 -0.031 0.057 -0.058
H 1.9857 -0.1660 -2.8789 0.264 0.124 0.201
H 4.9238 1.6725 -6.9259 0.019 -0.019 0.006
H 1.3690 1.9175 7.1493 0.091 -0.033 0.030
H 2.0709 6.1514 0.8560 0.005 0.001 0.026
H 3.2517 2.0609 -7.3820 -0.036 0.103 -0.010
H 1.1769 6.6823 -0.5853 0.010 -0.052 -0.097
H 2.5995 3.7469 -4.7234 -0.083 0.027 -0.114
H 1.9741 5.0977 -0.5717 -0.039 0.028 -0.093
H 3.7183 0.3289 11.5035 0.037 0.063 0.073
H -1.1211 -4.0636 1.3851 -0.175 -0.351 -0.183
H 2.4948 3.2859 11.7377 0.103 -0.015 0.028
H -1.2706 -1.4223 0.2721 -0.319 0.309 0.099
H 5.9782 -0.1810 -1.4159 0.015 0.115 0.000
H 1.5180 -1.6309 2.6475 0.297 0.235 0.407
H 1.0474 -1.8773 7.0192 -0.016 -0.024 -0.044
```
Forces are in eV/Å.

Atomic partial charges in e from the Löwdin method, atoms 1 to 5: number 1, Nb, carries 1.186; number 2, P, carries 0.294; number 3, O, carries -0.186; number 4, O, carries 0.069; number 5, O, carries 0.040

=====

Entry 2:
Entry from OMol25: a molecular structure, C27H63Cl10N7O8 at a distorted geometry (the ωB97M-V functional and the def2-TZVPD basis).

Summary:
charge = 0
HOMO-LUMO gap = 7.02 eV
HOMO energy = -0.2868 hartree
energy = -6652.28255 hartree

```
115
Properties=species:S:1:pos:R:3:forces:R:3
Cl 5.8543 19.6774 -3.8082 -0.030 0.029 -0.108
Cl 2.3454 20.2225 0.2190 -1.712 3.141 -11.704
Cl 3.4848 24.4753 -2.2628 0.874 1.519 1.108
Cl 3.0027 16.7798 2.4626 0.891 -0.521 0.221
Cl 4.8401 19.7837 -0.0291 0.721 -1.336 6.211
Cl 0.2296 21.8118 -5.9317 -1.387 -1.866 -2.717
Cl -2.7551 20.4126 -5.0718 -1.109 0.349 -2.611
Cl 3.3148 21.7629 -3.0857 2.407 -1.444 1.327
Cl 0.6208 19.3821 -2.5673 -1.560 7.567 7.362
Cl 1.3709 23.7874 1.4577 0.370 1.916 -1.760
O 0.0974 22.8857 -2.2630 5.581 0.583 1.746
O -1.6159 24.3913 -1.7787 -4.314 -2.183 2.649
O 2.8412 18.0366 -2.3146 -0.113 -3.314 2.433
O 0.8180 17.6600 3.5353 -1.147 0.065 -0.271
O -2.4487 20.3036 -2.8000 -3.824 -7.684 4.264
O -0.7584 15.2670 -3.7591 0.091 -1.032 0.366
O -0.5318 21.2178 0.9250 -17.275 5.288 -7.306
O 2.2191 21.6376 3.6115 1.651 0.700 1.428
N 0.0886 24.9487 -3.0680 1.955 0.719 -1.846
N 1.0779 20.9719 1.8099 8.126 1.418 10.739
N 0.1622 16.2711 1.9607 -0.764 -2.736 -0.755
N -1.7367 22.2426 -2.6405 -5.566 6.554 2.756
N -2.5627 21.7868 0.3541 0.306 0.560 2.174
N 3.5431 16.5619 -0.8639 0.771 -2.420 0.039
N -2.6357 19.3543 -0.7869 0.457 -1.895 1.293
C 1.1213 21.2103 -0.6233 0.791 -0.086 -1.007
C 4.2476 17.5868 1.5289 1.793 0.141 -0.169
C -0.4342 16.5471 -4.1793 1.476 3.086 0.895
C 4.9671 19.7251 -2.2417 -0.828 0.327 -2.882
C -0.3517 18.6506 1.6894 -0.612 -1.608 -0.512
C -3.7158 23.1881 -1.3874 0.636 -0.717 -1.237
C 0.0099 22.5144 3.3314 -0.702 0.020 1.243
C -1.7396 21.1693 1.1644 -0.994 -1.389 0.598
C 2.6322 17.3920 -1.2662 -0.779 1.846 -2.408
C 0.4414 23.6484 -3.1423 3.903 3.690 -1.401
C -3.1239 19.7874 -1.9166 -2.203 -0.531 -1.268
C -4.6350 19.6690 -2.0706 0.568 0.720 -0.772
C 0.2406 17.4707 2.4671 0.013 3.685 1.669
C 1.5007 23.2403 -4.1695 -1.072 1.791 -0.304
C 0.0814 20.2862 -1.1431 -0.104 2.492 -0.998
C 0.5699 17.2569 -3.1458 -0.595 -5.681 -2.533
C 3.8090 19.0283 1.2441 3.919 -2.732 2.872
C 1.3931 17.5295 -0.4185 0.731 -0.264 -0.063
C 1.2311 21.6976 2.9283 -1.971 -1.415 -0.775
C 2.7402 24.7813 -0.6828 -0.989 -0.938 1.090
C -0.2036 21.1139 -4.3922 0.091 0.121 -0.303
C -2.3250 20.2873 2.2435 -1.455 1.189 0.647
C 1.7590 23.6220 -0.3029 1.776 2.399 0.413
C 0.2014 16.5809 -5.5681 -0.357 -1.127 0.236
C -2.2223 23.2894 -1.9112 -0.660 1.472 -2.594
C 3.4909 20.1308 -2.4028 1.039 0.057 -2.392
C -1.1729 19.9318 -4.4836 1.365 -0.972 -3.148
H 0.7214 20.8747 -3.8675 -0.590 0.145 -1.132
H -2.1938 21.3448 -2.7121 -0.138 3.213 -0.083
H -1.6267 20.0792 3.0541 -0.329 0.243 -0.146
H 0.5550 15.5556 2.5555 -0.188 -0.187 -0.271
H 0.2893 23.5234 3.6346 -0.048 -0.138 0.117
H 2.2202 25.7379 -0.7347 0.078 -0.135 0.085
H -0.8792 19.3276 -5.3419 0.674 -0.048 0.006
H -0.7320 25.1553 -2.5166 0.363 0.254 0.117
H -3.1624 18.6462 -0.2956 0.080 0.231 0.126
H -0.4622 22.0452 4.1946 0.199 -0.122 0.381
H -3.2155 20.7756 2.6393 0.000 0.284 0.185
H 2.4128 23.8107 -3.9938 -0.591 -0.091 -0.093
H 3.3734 15.9930 -0.0468 0.105 -0.286 -0.427
H -0.0878 18.6445 0.6318 -0.019 -0.850 0.918
H 1.1359 16.0235 -5.5044 0.247 0.153 0.086
H 0.8715 18.2803 -3.3689 1.041 -5.438 -4.125
H 3.4699 24.7748 0.1270 0.378 0.340 -0.447
H -0.7770 22.3177 -2.9462 -2.041 0.047 2.471
H 0.5420 25.6850 -3.5898 0.134 -0.641 -0.477
H 5.1804 17.5020 2.0864 -0.072 0.360 0.167
H 0.7138 21.9823 0.0294 0.565 -1.215 -0.784
H 1.6645 21.8072 -1.3558 -0.633 -1.797 -0.802
H -2.1088 22.4286 -0.2800 -0.127 -0.095 0.323
H 1.6782 17.6158 0.6300 -0.119 -0.157 -0.481
H 3.9459 19.5694 2.1804 -0.461 0.314 -0.097
H -0.7921 22.5715 2.5954 0.485 0.401 0.111
H 1.9335 20.5590 1.4672 -1.446 1.332 5.958
H 0.1911 20.8056 1.3561 4.660 -3.003 3.195
H 0.8967 18.4194 -0.8057 0.441 -1.127 0.685
H 1.4572 16.6283 -3.0703 -0.176 -0.290 -0.703
H -4.4878 23.2044 -2.1567 0.447 0.336 -0.501
H 2.7688 19.0009 0.9197 1.795 -2.972 1.945
H -0.6052 21.9524 -3.8233 0.678 -2.437 -4.225
H 0.4093 17.5601 -5.9994 -0.191 0.022 0.330
H 0.7496 16.6560 -0.5237 0.279 -0.048 0.098
H -4.8256 20.2659 -2.9626 -0.383 -0.080 0.035
H -1.2024 15.4874 -2.9370 -0.191 -0.866 0.265
H -1.2137 19.2475 -3.6361 -0.078 0.713 -1.145
H 5.3769 20.5218 -1.6207 1.067 0.116 -1.519
H 2.9325 19.5568 -3.1423 1.120 0.780 0.207
H 0.8620 23.6340 -0.9220 0.351 0.350 0.983
H 2.9754 20.0476 -1.4460 0.664 0.400 -1.684
H 4.4009 16.5397 -1.3968 -0.062 -0.415 0.074
H 0.2446 17.3173 -2.1072 -0.914 -0.529 -1.091
H -0.3963 15.9869 -6.2595 -0.248 0.237 -0.139
H -4.9844 18.6573 -2.2766 0.082 -0.031 0.292
H 1.1656 23.4844 -5.1776 0.382 0.470 0.726
H 1.7345 22.1837 -4.0393 -0.809 1.480 -0.874
H -0.2817 19.6240 -0.3572 0.992 0.069 -0.953
H -2.6958 19.3467 1.8363 -0.356 0.574 0.085
H -1.3610 17.1070 -4.0540 -0.256 0.508 -0.948
H -0.0604 19.6531 2.0029 0.530 -2.013 1.201
H -1.6406 19.4276 -0.6306 -0.525 -0.354 -0.102
H -0.7691 20.9092 -1.4198 0.368 -0.134 -0.084
H -1.4416 18.6474 1.7082 1.131 -1.363 -0.088
H 2.2125 22.6327 -0.3631 1.082 2.039 0.306
H -3.7346 22.1659 -1.0093 -1.199 0.709 -0.617
H 4.3913 17.0192 0.6095 0.461 0.978 1.221
H -5.1316 20.1364 -1.2203 -0.142 -0.296 0.042
H -3.9727 23.9622 -0.6643 0.359 -0.230 0.169
H -0.3325 16.0124 1.1190 0.133 0.179 0.371
H 5.0495 18.7488 -1.7642 0.307 0.351 -1.372
H -3.5457 21.8529 0.5766 0.472 0.212 0.199
```
Forces are in eV/Å.

Atomic partial charges in e from the Löwdin method, atoms 1 to 5: number 1, Cl, carries 0.540; number 2, Cl, carries 0.993; number 3, Cl, carries 0.635; number 4, Cl, carries 0.794; number 5, Cl, carries 0.832

=====

HOMO-LUMO gap of number 1 (C27H62NNbO11P)?
5.49 eV